No. 1
35
Properties=species:S:1:pos:R:3:forces:R:3:mulliken_charge:R:1 method="wB97M-V/def2-TZVPD" max_force_ev_per_a=2.9 e_above_lowest_ev=0.000
F 3.505 2.999 1.567 -0.3014 -0.9282 -0.4300 -0.321
C 3.100 1.706 1.319 0.4325 0.1366 0.4065 0.245
C 4.022 0.678 1.578 -0.4935 -0.2721 -0.5845 -0.498
C 3.617 -0.655 1.345 0.5211 0.9197 0.4634 -0.571
C 2.314 -0.917 0.981 -0.7005 0.0908 0.5639 -0.809
C 1.356 0.122 0.877 2.2814 0.3025 -0.7308 1.122
C 0.026 -0.370 0.712 -0.2301 -2.3175 -1.7531 -0.446
C -1.136 0.342 1.086 -2.3485 1.2164 0.3092 0.093
C -2.359 -0.357 0.871 0.6812 0.7440 0.4768 -0.363
C -3.567 0.277 1.091 0.0376 0.4315 0.4253 -0.657
C -3.588 1.626 1.513 0.3878 -0.1835 -0.1281 -0.358
C -2.387 2.299 1.817 -0.4769 -0.2355 0.3254 -0.806
C -1.165 1.651 1.656 -0.0973 -1.0213 -0.1922 -0.308
C 1.791 1.486 0.913 -0.1746 -0.9157 0.3394 -0.550
H 5.040 0.922 1.893 -0.4495 -0.0289 -0.0476 0.419
H 4.297 -1.485 1.543 -0.0698 0.3322 -0.2043 0.385
H 1.950 -1.947 0.859 0.2713 0.5183 -0.0617 0.369
H -0.065 -1.471 0.846 0.3095 0.9200 -0.0301 0.534
H -2.291 -1.413 0.597 -0.1564 0.3957 -0.1610 0.393
H -4.479 -0.313 1.018 0.0375 0.3674 -0.1652 0.383
H -4.547 2.136 1.643 0.3647 -0.1968 0.0347 0.373
H -2.397 3.300 2.280 -0.1394 -0.5962 -0.3937 0.367
H -0.254 2.078 2.091 -0.5162 -0.0570 -0.4851 0.676
H 1.122 2.328 0.705 0.4789 -0.4324 0.0921 0.825
N -0.239 -0.856 -1.288 -0.0239 0.2090 0.4080 -0.015
C 0.202 -2.116 -1.633 0.6582 -0.9053 1.0140 0.469
O 0.635 -2.868 -0.732 -0.1125 0.1442 -0.3900 -0.743
C 0.147 -2.520 -3.029 -0.0794 0.2692 0.6109 -0.798
C -0.385 -1.694 -3.964 0.0382 -0.1562 -0.3261 -0.071
C -0.904 -0.453 -3.580 -0.3088 1.0946 1.6146 -0.810
C -0.831 -0.108 -2.225 -0.0512 0.5066 -0.8409 -0.064
H 0.521 -3.511 -3.240 0.0360 0.0353 -0.0523 0.416
H -0.430 -1.988 -5.009 0.0392 -0.0466 0.1011 0.368
H -1.361 0.269 -4.251 0.0680 -0.3266 -0.0076 0.373
H -1.259 0.823 -1.852 0.0869 -0.0143 -0.2007 0.380

=====

No. 2
83
Properties=species:S:1:pos:R:3:forces:R:3:mulliken_charge:R:1 method="wB97M-V/def2-TZVPD" s2=6.056 multiplicity=5 max_force_ev_per_a=0.7 e_above_lowest_ev=0.253 total_charge=+1
Co 0.823 -0.024 -0.478 0.0424 -0.4101 -0.6120 1.723
O 1.449 0.817 1.211 -0.3426 0.2884 0.4191 -0.166
C 2.564 1.258 1.541 0.1474 -0.1470 -0.0662 0.304
C 2.624 2.283 2.559 0.0703 -0.0466 -0.0726 -0.732
C 3.818 2.829 2.916 0.2327 -0.0374 -0.0697 -0.643
C 5.009 2.361 2.320 -0.0627 0.0589 0.0639 -0.707
C 4.987 1.341 1.361 0.1781 0.1766 0.1168 -0.700
C 3.810 0.773 0.948 -0.0971 -0.1668 -0.0899 0.939
C 3.883 -0.329 -0.026 0.1309 0.4713 0.2529 -0.793
N 2.876 -0.964 -0.438 -0.3493 -0.4254 -0.0664 0.004
C 3.053 -2.018 -1.450 -0.0438 0.1313 0.0309 -0.988
C 1.681 -2.282 -2.082 -0.0743 0.1342 0.0602 -0.900
N 1.125 -0.953 -2.309 -0.0364 -0.3137 0.0785 0.296
C 1.284 -0.400 -3.457 0.0485 0.0745 0.0075 -0.999
C 1.296 1.017 -3.689 -0.0764 -0.1110 -0.1392 1.317
C 1.221 1.463 -5.028 -0.0068 -0.1057 0.0338 -0.564
C 1.384 2.779 -5.361 0.0430 0.1325 0.0942 -0.877
C 1.695 3.690 -4.332 -0.0074 0.0150 -0.0696 -0.479
C 1.811 3.285 -3.026 -0.0061 0.0713 -0.0066 -0.753
C 1.581 1.940 -2.637 -0.0520 -0.1303 0.2298 -0.220
O 1.653 1.618 -1.381 -0.0163 0.1340 -0.1497 -0.132
H 1.681 2.614 2.977 0.0306 -0.0647 -0.0529 0.515
H 3.858 3.619 3.655 0.0436 -0.0249 -0.0098 0.465
H 5.958 2.790 2.616 -0.0210 -0.0048 -0.0115 0.415
H 5.917 0.987 0.932 0.0223 0.0514 0.0485 0.445
H 4.886 -0.564 -0.397 0.0345 0.0537 0.0277 0.344
H 3.474 -2.915 -0.991 -0.0526 -0.0250 0.0401 0.479
H 3.744 -1.673 -2.222 0.0638 0.0043 -0.0114 0.566
H 1.045 -2.817 -1.376 -0.0201 -0.0302 -0.0269 0.092
H 1.783 -2.875 -2.994 0.0049 0.0201 -0.0717 0.525
H 1.518 -1.041 -4.316 0.0224 0.0562 0.0196 0.316
H 1.030 0.728 -5.805 0.0030 0.0295 0.0562 0.394
H 1.308 3.108 -6.388 0.0026 0.0000 0.0481 0.425
H 1.853 4.735 -4.578 -0.0046 -0.0618 0.0223 0.415
H 2.055 3.990 -2.239 -0.0020 -0.0101 -0.0425 0.425
C -1.600 2.138 -2.304 -0.0726 0.0213 -0.0378 -1.392
P -1.408 1.007 -0.885 0.0092 0.2245 0.1760 1.291
C -1.705 2.171 0.499 -0.0743 -0.0009 0.0078 0.405
C -0.737 3.161 0.682 0.0832 0.0348 0.0187 -0.694
C -0.864 4.088 1.707 0.0021 -0.0280 -0.0468 -0.644
C -1.951 4.030 2.573 0.0277 0.0225 -0.0229 -0.715
C -2.911 3.046 2.403 -0.0050 -0.0745 -0.0551 -0.834
C -2.792 2.121 1.369 0.0335 0.0829 0.0017 -0.263
C -2.893 -0.025 -1.032 -0.0608 -0.0599 -0.0326 0.500
C -4.169 0.520 -1.193 -0.0594 -0.0623 0.0407 -0.378
C -5.270 -0.308 -1.358 0.0732 -0.0273 0.0172 -0.858
C -5.104 -1.689 -1.378 -0.0289 0.0430 -0.0064 -0.578
C -3.838 -2.239 -1.234 0.0096 0.0106 0.0113 -0.556
C -2.738 -1.409 -1.059 -0.0261 -0.0328 -0.1096 -0.033
H -2.549 2.666 -2.217 -0.0151 0.0016 -0.0541 0.548
H -1.575 1.576 -3.237 0.0249 -0.0007 0.0090 0.434
H -0.792 2.865 -2.312 0.0353 0.0226 0.0022 0.418
H 0.126 3.197 0.020 -0.0612 -0.0037 0.0601 0.367
H -0.115 4.863 1.828 -0.0237 -0.0336 -0.0089 0.504
H -2.052 4.757 3.370 0.0093 -0.0351 -0.0309 0.392
H -3.764 3.000 3.070 0.0236 -0.0099 -0.0303 0.441
H -3.558 1.368 1.239 -0.0106 -0.0131 0.0123 0.408
H -4.311 1.596 -1.178 0.0221 -0.0448 -0.0145 0.362
H -6.255 0.124 -1.477 0.0170 -0.0176 0.0010 0.426
H -5.963 -2.335 -1.515 0.0236 0.0292 0.0063 0.414
H -3.706 -3.315 -1.257 -0.0108 0.0519 -0.0104 0.445
H -1.750 -1.834 -0.930 -0.0464 0.0224 -0.0255 0.004
C -2.462 -1.159 2.176 -0.0703 -0.1185 0.1376 -0.872
N -1.649 -2.359 2.289 0.0041 0.0233 -0.0367 0.467
C -2.114 -3.355 3.248 0.0270 0.1220 -0.0405 -0.653
C -1.458 -4.687 2.980 0.0207 -0.0159 -0.1297 -0.713
C 0.039 -4.479 2.935 0.1139 0.1284 -0.0761 -0.697
N 0.375 -3.458 1.943 0.0527 -0.1419 0.0188 0.263
C 1.748 -3.442 1.476 -0.0636 -0.0175 0.0207 -0.676
C -0.460 -2.430 1.637 -0.1985 0.0152 0.0908 0.103
O -0.170 -1.580 0.769 0.3850 0.1343 -0.1092 -0.452
H -2.750 -0.833 3.178 0.0056 0.0149 0.0246 0.584
H -3.365 -1.336 1.589 0.0030 -0.0347 0.0195 0.289
H -1.887 -0.373 1.709 0.0758 0.0638 -0.0282 -0.299
H -3.197 -3.427 3.148 -0.0537 -0.0038 -0.0167 0.384
H -1.904 -3.019 4.268 0.0076 0.0298 0.0496 0.298
H -1.798 -5.073 2.017 -0.0071 -0.0394 0.0182 0.300
H -1.726 -5.410 3.749 0.0252 0.0233 0.0153 0.376
H 0.552 -5.396 2.649 0.0169 -0.0269 -0.0260 0.385
H 0.419 -4.186 3.920 0.0019 0.0007 0.0114 0.308
H 2.433 -3.429 2.330 -0.0178 0.0014 -0.0044 0.414
H 1.914 -2.550 0.882 -0.0350 -0.0595 0.0959 -0.351
H 1.970 -4.330 0.877 -0.0421 -0.0096 0.0049 0.375

=====

No. 3
23
Properties=species:S:1:pos:R:3:forces:R:3:mulliken_charge:R:1 method="wB97M-V/def2-TZVPD" max_force_ev_per_a=4.9 e_above_lowest_ev=6.217
C -1.851 -2.085 1.861 -3.3349 -1.4321 2.4422 -0.580
C -1.971 1.314 -1.393 -0.9564 0.5633 -2.6788 -0.634
C -1.271 -0.955 1.789 2.9534 2.2111 -3.2060 -0.388
C -1.479 0.098 -1.232 -0.2570 -1.3193 -0.7420 -0.145
C 1.708 2.057 0.123 0.1244 0.5030 -0.6262 -0.650
C 1.503 -1.641 -1.616 1.5758 -2.9195 1.0054 -0.953
N 1.165 1.384 1.249 -0.3418 -3.5195 0.8665 -0.616
N 0.713 -1.651 -0.373 0.1698 0.7679 -1.7065 -0.107
Si -0.369 -0.477 0.200 1.3604 1.5685 1.3951 0.249
H -2.459 -2.196 2.769 0.3142 -0.7570 -0.0727 0.236
H -2.136 -2.717 1.075 0.3528 -1.0111 -1.1283 0.307
H -2.452 1.631 -2.390 0.3503 -0.8045 1.6839 0.193
H -1.942 2.116 -0.716 0.5844 0.8491 1.0485 0.340
H -1.185 -0.250 2.548 -0.0287 0.8957 1.5391 0.426
H -1.844 -0.627 -2.059 1.3019 0.8780 1.3731 0.267
H 0.827 2.244 -0.441 -0.3914 0.7261 -1.3373 0.191
H 2.149 3.035 0.358 0.1449 -0.0299 0.1769 0.311
H 2.427 1.505 -0.495 0.0358 -0.0389 -0.0890 0.203
H 1.253 -2.564 -2.174 -0.0481 0.3618 -0.0130 0.330
H 1.267 -0.850 -2.241 -0.0046 1.8181 -1.0567 0.403
H 2.653 -1.816 -1.407 -2.1457 1.0987 -0.3365 0.233
H 1.973 0.820 1.675 -1.6902 0.6550 -0.5338 0.177
H 1.126 -2.405 0.082 -0.0694 -1.0646 1.9962 0.206

=====

No. 4
22
Properties=species:S:1:pos:R:3:forces:R:3:mulliken_charge:R:1 method="wB97M-V/def2-TZVPD" smiles="C/C(O)=N/[C@@H](C)[C@@H](C)O" max_force_ev_per_a=0.5 e_above_lowest_ev=0.822
C -1.427 0.606 2.505 -0.1208 0.0968 0.0596 -1.295
C -0.951 0.898 1.114 -0.1950 -0.0219 0.3888 0.735
O -1.613 1.891 0.449 0.1199 0.0319 -0.1551 -0.526
N 0.003 0.242 0.635 0.1074 -0.1740 0.0031 -0.500
C 0.512 0.467 -0.698 0.0425 0.1521 -0.4505 0.445
C 2.015 0.721 -0.601 -0.3004 -0.0671 -0.0689 -1.607
C 0.180 -0.777 -1.554 0.3443 0.0313 0.3426 -0.028
C 0.729 -2.066 -0.943 -0.1461 0.2318 -0.2457 -1.305
O -1.216 -0.869 -1.747 -0.4624 -0.0104 0.0723 -0.571
H -0.846 -0.214 2.919 -0.0560 0.0851 -0.0489 0.319
H -1.303 1.489 3.137 -0.0593 -0.0341 0.0154 0.359
H -2.486 0.333 2.493 0.0113 0.0332 0.0643 0.359
H -2.290 2.284 1.010 0.0687 -0.0940 0.0355 0.345
H 0.026 1.329 -1.178 0.0690 -0.1578 -0.0070 0.357
H 2.195 1.652 -0.068 0.0721 0.0549 0.0296 0.410
H 2.494 -0.088 -0.055 0.0837 -0.0122 0.0248 0.376
H 2.448 0.797 -1.597 0.0964 0.0143 -0.0600 0.362
H 0.588 -0.631 -2.558 0.0518 0.0433 0.0608 0.419
H 0.454 -2.121 0.108 0.0168 -0.0590 0.0729 0.257
H 0.306 -2.918 -1.469 0.0203 -0.0685 -0.0687 0.397
H 1.811 -2.102 -1.028 0.1649 -0.0635 0.0410 0.356
H -1.631 -0.923 -0.875 0.0708 -0.0123 -0.1058 0.336

=====

What did the first record say?
35
Properties=species:S:1:pos:R:3:forces:R:3:mulliken_charge:R:1 method="wB97M-V/def2-TZVPD" max_force_ev_per_a=2.9 e_above_lowest_ev=0.000
F 3.505 2.999 1.567 -0.3014 -0.9282 -0.4300 -0.321
C 3.100 1.706 1.319 0.4325 0.1366 0.4065 0.245
C 4.022 0.678 1.578 -0.4935 -0.2721 -0.5845 -0.498
C 3.617 -0.655 1.345 0.5211 0.9197 0.4634 -0.571
C 2.314 -0.917 0.981 -0.7005 0.0908 0.5639 -0.809
C 1.356 0.122 0.877 2.2814 0.3025 -0.7308 1.122
C 0.026 -0.370 0.712 -0.2301 -2.3175 -1.7531 -0.446
C -1.136 0.342 1.086 -2.3485 1.2164 0.3092 0.093
C -2.359 -0.357 0.871 0.6812 0.7440 0.4768 -0.363
C -3.567 0.277 1.091 0.0376 0.4315 0.4253 -0.657
C -3.588 1.626 1.513 0.3878 -0.1835 -0.1281 -0.358
C -2.387 2.299 1.817 -0.4769 -0.2355 0.3254 -0.806
C -1.165 1.651 1.656 -0.0973 -1.0213 -0.1922 -0.308
C 1.791 1.486 0.913 -0.1746 -0.9157 0.3394 -0.550
H 5.040 0.922 1.893 -0.4495 -0.0289 -0.0476 0.419
H 4.297 -1.485 1.543 -0.0698 0.3322 -0.2043 0.385
H 1.950 -1.947 0.859 0.2713 0.5183 -0.0617 0.369
H -0.065 -1.471 0.846 0.3095 0.9200 -0.0301 0.534
H -2.291 -1.413 0.597 -0.1564 0.3957 -0.1610 0.393
H -4.479 -0.313 1.018 0.0375 0.3674 -0.1652 0.383
H -4.547 2.136 1.643 0.3647 -0.1968 0.0347 0.373
H -2.397 3.300 2.280 -0.1394 -0.5962 -0.3937 0.367
H -0.254 2.078 2.091 -0.5162 -0.0570 -0.4851 0.676
H 1.122 2.328 0.705 0.4789 -0.4324 0.0921 0.825
N -0.239 -0.856 -1.288 -0.0239 0.2090 0.4080 -0.015
C 0.202 -2.116 -1.633 0.6582 -0.9053 1.0140 0.469
O 0.635 -2.868 -0.732 -0.1125 0.1442 -0.3900 -0.743
C 0.147 -2.520 -3.029 -0.0794 0.2692 0.6109 -0.798
C -0.385 -1.694 -3.964 0.0382 -0.1562 -0.3261 -0.071
C -0.904 -0.453 -3.580 -0.3088 1.0946 1.6146 -0.810
C -0.831 -0.108 -2.225 -0.0512 0.5066 -0.8409 -0.064
H 0.521 -3.511 -3.240 0.0360 0.0353 -0.0523 0.416
H -0.430 -1.988 -5.009 0.0392 -0.0466 0.1011 0.368
H -1.361 0.269 -4.251 0.0680 -0.3266 -0.0076 0.373
H -1.259 0.823 -1.852 0.0869 -0.0143 -0.2007 0.380